Entry 1:
DFT (the ωB97M-V functional and the def2-TZVPD basis) results for a structure of composition C3H7N2S2 in a non-equilibrium geometry.

## Properties
- LUMO energy (eV) = -4.6
- HOMO-LUMO gap (eV) = 8.8
- HOMO (eV) = -13.389

ORCA input file:
```
! wB97M-V def2-TZVPD RIJCOSX def2/J DEFGRID3
* xyz 1 1
C 1.836 -1.439 0.026
C 3.045 -0.955 0.159
C 0.741 -0.569 -0.081
N -0.478 -1.065 -0.289
N -0.980 1.833 0.176
S 3.332 0.750 0.045
S 1.181 1.109 -0.184
H 1.702 -2.454 0.271
H 4.093 -1.421 0.029
H -1.134 -0.367 -0.118
H -0.770 -2.012 0.093
H -0.761 2.788 0.545
H -1.749 1.342 0.577
H -1.285 1.802 -0.765
*
```

Entry 2:
DFT (the ωB97M-V functional and the def2-TZVPD basis) results for the ion C3H7N2Si with charge +1 in a non-equilibrium geometry.

## Properties
- LUMO energy (spin up / spin down) (eV) = -4.9 / -4.9
- HOMO-LUMO gap (spin up / spin down) (eV) = 7.8 / 7.8
- HOMO (spin up / spin down) (eV) = -12.631 / -12.631
- structure (SMILES) = C=[NH+]/C=C\N=[SiH2]

ORCA input file:
```
! wB97M-V def2-TZVPD RIJCOSX def2/J DEFGRID3
* xyz 1 1
C -1.430 1.175 -0.295
N -1.786 0.060 0.255
C -1.001 -0.938 0.806
C 0.434 -1.136 0.676
N 1.348 -0.278 0.156
Si 2.506 0.406 -0.714
H -2.324 1.614 -0.584
H -0.553 1.388 -0.786
H -2.702 -0.026 0.598
H -1.593 -1.651 1.159
H 0.782 -2.131 1.006
H 3.370 1.495 -0.106
H 2.950 0.021 -2.170
*
```

Entry 3:
DFT (the ωB97M-V functional and the def2-TZVPD basis) results for a structure of composition C3H7N3 in a non-equilibrium geometry.

## Properties
- LUMO energy (eV) = 0.8
- HOMO-LUMO gap (eV) = 8.9
- HOMO (eV) = -8.090

ORCA input file:
```
! wB97M-V def2-TZVPD RIJCOSX def2/J DEFGRID3
* xyz 0 1
N -1.733 -0.181 0.157
C -0.652 0.599 -0.452
C 0.624 0.315 0.300
N 0.787 -1.238 0.470
C 1.824 0.879 -0.209
N 2.818 1.338 -0.605
H -1.983 0.224 1.056
H -2.562 -0.157 -0.428
H -0.822 1.685 -0.460
H -0.573 0.267 -1.501
H 0.853 -0.516 1.370
H -0.150 -1.634 0.372
H 1.532 -1.685 -0.059
*
```

Entry 4:
DFT (the ωB97M-V functional and the def2-TZVPD basis) results for an isolated molecule of C3H7N3 in a non-equilibrium geometry.

## Properties
- LUMO energy (eV) = 0.9
- HOMO-LUMO gap (eV) = 10.3
- HOMO (eV) = -9.378
- structure (SMILES) = C[C@@H](N)N=C=N

ORCA input file:
```
! wB97M-V def2-TZVPD RIJCOSX def2/J DEFGRID3
* xyz 0 1
C -1.048 1.124 -0.190
C -0.668 -0.168 0.533
N -1.108 -1.301 -0.241
N 0.741 -0.194 0.834
C 1.769 -0.114 0.218
N 2.864 -0.307 -0.258
H -0.778 1.987 0.413
H -2.119 1.129 -0.370
H -0.528 1.182 -1.144
H -1.173 -0.214 1.506
H -0.894 -2.171 0.232
H -0.654 -1.314 -1.149
H 3.597 0.361 -0.384
*
```

Entry 5:
DFT (the ωB97M-V functional and the def2-TZVPD basis) results for a cluster of 2 separate species, C3H7N3 in total in a non-equilibrium geometry.

## Properties
- LUMO energy (eV) = 0.4
- HOMO-LUMO gap (eV) = 9.9
- HOMO (eV) = -9.463

ORCA input file:
```
! wB97M-V def2-TZVPD RIJCOSX def2/J DEFGRID3
* xyz 0 1
N -1.824 -0.370 -0.177
C -0.739 0.617 -0.114
C 0.611 0.009 0.326
N 0.566 -1.326 0.417
C 2.225 0.934 -0.702
N 3.241 1.522 -0.720
H -2.538 -0.201 0.525
H -2.291 -0.358 -1.077
H -0.985 1.433 0.574
H -0.570 1.055 -1.093
H 1.215 0.536 1.028
H -0.287 -1.791 0.115
H 1.339 -1.866 0.766
*
```

Entry 6:
DFT (the ωB97M-V functional and the def2-TZVPD basis) results for a structure of composition C3H7N3 in a non-equilibrium geometry.

## Properties
- LUMO energy (eV) = 0.9
- HOMO-LUMO gap (eV) = 9.8
- HOMO (eV) = -8.894

ORCA input file:
```
! wB97M-V def2-TZVPD RIJCOSX def2/J DEFGRID3
* xyz 0 1
C -0.103 0.350 0.931
C -0.660 1.570 1.564
C 1.232 -1.592 -1.241
N 0.782 -0.596 1.218
N -0.506 -0.081 -0.384
N 0.219 -1.368 -0.299
H -1.219 1.328 2.516
H 0.211 2.245 1.812
H -1.245 1.884 0.625
H 0.795 -1.648 -2.231
H 2.045 -0.698 -1.316
H 1.717 -2.559 -1.003
H -1.453 0.186 -0.717
*
```

Entry 7:
DFT (the ωB97M-V functional and the def2-TZVPD basis) results for an isolated molecule of C3H7N3 in a non-equilibrium geometry.

## Properties
- LUMO energy (eV) = 1.1
- HOMO-LUMO gap (eV) = 9.9
- HOMO (eV) = -8.814
- structure (SMILES) = [H]/N=C\NN1CC1

ORCA input file:
```
! wB97M-V def2-TZVPD RIJCOSX def2/J DEFGRID3
* xyz 0 1
H 1.310 0.305 -2.829
N 1.902 -0.334 -2.243
C 1.324 -0.450 -1.104
N 0.210 0.233 -0.681
N -0.718 -0.499 0.182
C -0.325 -0.256 1.609
C -1.416 0.516 0.981
H 1.717 -1.185 -0.385
H -0.312 0.695 -1.401
H -0.574 -1.101 2.244
H 0.620 0.261 1.830
H -2.449 0.274 1.136
H -1.289 1.539 0.663
*
```

Entry 8:
DFT (the ωB97M-V functional and the def2-TZVPD basis) results for an isolated molecule of C3H7N3 in a non-equilibrium geometry.

## Properties
- LUMO energy (eV) = 1.1
- HOMO-LUMO gap (eV) = 8.3
- HOMO (eV) = -7.279
- structure (SMILES) = C=CN/N=C/N

ORCA input file:
```
! wB97M-V def2-TZVPD RIJCOSX def2/J DEFGRID3
* xyz 0 1
C -1.630 0.615 -0.494
C -1.368 -0.497 0.196
N -0.414 -1.526 -0.234
N 0.863 -1.046 -0.431
C 1.051 0.023 0.286
N 1.926 0.997 -0.070
H -2.469 1.237 -0.234
H -0.950 0.990 -1.240
H -2.050 -0.841 0.969
H -0.441 -2.437 0.219
H 0.616 0.147 1.282
H 2.470 0.821 -0.901
H 2.396 1.515 0.654
*
```

Number 1: total energy -27867.5137 eV. Number 2: total energy -14072.3233 eV. Number 3: total energy -7691.4376 eV. Number 4: total energy -7694.1689 eV. Number 5: total energy -7692.3736 eV. Number 6: total energy -7690.2563 eV. Number 7: total energy -7692.1802 eV. Number 8: total energy -7692.1390 eV.